(1)
Here is a 3-piece molecular cluster, C4H8O2 overall from OMol25. Energies are from the ωB97M-V functional and the def2-TZVPD basis.

XYZ file:
```
14
Properties=species:S:1:pos:R:3:mulliken_charge:R:1
C 2.015 0.081 -0.243 -0.8285
O 0.880 -0.771 -0.144 -0.3020
C -0.377 -0.243 -0.144 0.3900
C -1.385 -1.187 0.267 -0.9856
C -0.430 1.155 0.481 0.1152
O -1.241 2.022 0.295 -0.4529
H 2.795 -0.507 -0.731 0.2611
H 1.803 0.967 -0.854 0.3774
H 2.372 0.394 0.744 0.3186
H -1.504 0.250 -1.088 0.0554
H -2.006 -1.693 -0.459 0.2902
H -1.138 -1.814 1.132 0.2743
H -2.168 0.051 -0.477 0.1545
H 0.384 1.294 1.221 0.3322
```

## Properties
Energy in eV: -8366.6896
Energy relative to the best compared isomer or geometry (same formula, charge and spin) in kcal/mol: 152.02
E_LUMO in eV: 0.2
HOMO level in eV: -8.86
Frontier orbital gap in Eh: 0.33213

(2)
Here is a 2-piece molecular cluster, C4H7O2 overall in a non-equilibrium geometry from OMol25. Energies are from the ωB97M-V functional and the def2-TZVPD basis.

XYZ file:
```
13
Properties=species:S:1:pos:R:3:mulliken_charge:R:1
C 2.500 1.337 0.510 -0.9946
C 1.017 1.431 0.490 0.2160
C 0.366 1.102 1.700 -0.4796
C -0.965 1.008 1.839 0.4075
O -2.116 0.943 1.633 -0.4341
H 2.912 2.286 0.145 0.2676
H 2.926 1.185 1.517 0.2988
H 2.966 0.581 -0.117 0.2452
H 0.733 2.260 -0.162 0.2564
H 0.924 0.879 2.605 0.2350
H -1.079 0.812 -0.675 0.3153
O -0.201 0.326 -0.624 -0.6209
H -0.122 0.033 -1.553 0.2876
```

## Properties
Energy in eV: -8352.2345
Energy relative to the best compared isomer or geometry (same formula, charge and spin) in kcal/mol: 63.87
Spin multiplicity: 2
E_LUMO (alpha / beta) in eV: 0.7 / 0.4
HOMO level (alpha / beta) in eV: -5.66 / -8.93
Frontier orbital gap (alpha / beta) in Eh: 0.23267 / 0.34439

(3)
Here is a 2-piece molecular cluster, C5H11O2 overall in a non-equilibrium geometry from OMol25. Energies are from the ωB97M-V functional and the def2-TZVPD basis.

XYZ file:
```
18
Properties=species:S:1:pos:R:3:mulliken_charge:R:1
C 1.218 -0.354 -1.476 -1.1160
C 0.067 0.567 -1.055 -0.3547
C 0.124 1.026 0.398 -0.0961
C -1.263 1.551 0.925 -1.2937
H 2.242 0.082 -1.260 0.2578
H 1.162 -0.631 -2.500 0.3868
H 1.166 -1.278 -0.896 0.1682
H -0.833 -0.040 -1.205 0.1977
H -0.015 1.410 -1.800 0.3858
H 0.840 1.848 0.473 0.4255
H 0.471 0.227 1.052 0.1281
H -1.691 2.264 0.224 0.3309
H -1.243 2.002 1.900 0.3742
H -2.009 0.654 0.978 0.2371
O 0.875 -1.658 1.567 -0.6534
C -0.024 -2.325 1.068 -0.1686
O -0.859 -1.980 0.160 -0.6302
H -0.226 -3.366 1.450 0.4209
```

## Properties
Energy in eV: -9459.5736
Energy relative to the best compared isomer or geometry (same formula, charge and spin) in kcal/mol: 10.51
E_LUMO in eV: 4.3
HOMO level in eV: -4.08
Frontier orbital gap in Eh: 0.30805
Charge: -1

(4)
Here is C37H32F6MgN5O6 as an isolated structure from OMol25. Energies are from the ωB97M-V functional and the def2-TZVPD basis.

XYZ file:
```
87
Properties=species:S:1:pos:R:3:mulliken_charge:R:1
Mg -0.804 -0.135 1.398 2.8271
O -4.301 5.637 -0.316 -0.7427
C -4.784 4.492 -0.411 0.3798
O -5.844 4.088 -0.929 -0.7485
C -3.855 3.364 0.094 -1.0081
C -4.242 2.036 -0.008 -0.8904
C -3.404 1.051 0.484 0.5982
N -2.232 1.354 1.046 0.3836
C -1.858 2.628 1.179 0.5190
C -2.644 3.662 0.701 -1.0713
C -0.582 2.813 1.950 0.2907
C -0.046 4.064 2.211 -0.7337
C 1.090 4.154 2.997 -0.6304
C 1.651 3.000 3.517 -0.8690
C 1.060 1.787 3.204 -0.5249
N -0.018 1.692 2.431 0.1876
C -3.721 -0.414 0.486 0.5770
C -4.821 -0.941 -0.173 -0.8452
C -5.019 -2.310 -0.146 -0.7164
C -4.122 -3.114 0.539 -0.9262
C -3.055 -2.505 1.179 -0.3917
N -2.859 -1.190 1.163 0.0623
H -5.208 1.833 -0.450 0.6512
H -2.378 4.707 0.788 0.6962
H -0.512 4.951 1.806 0.4985
H 1.530 5.122 3.205 0.4337
H 2.533 3.031 4.142 0.4343
H 1.464 0.849 3.569 0.4636
H -5.500 -0.292 -0.709 0.4751
H -5.864 -2.746 -0.664 0.4190
H -4.236 -4.189 0.571 0.4479
H -2.310 -3.081 1.718 0.3513
C -2.230 -1.964 4.648 -0.4580
C -2.421 -0.474 4.604 0.4418
N -3.073 0.088 5.663 -0.4549
O -2.052 0.207 3.666 -0.3877
H -1.919 -2.300 5.639 0.4937
H -1.481 -2.234 3.908 -0.4173
H -3.178 -2.449 4.398 0.3108
H -3.341 -0.452 6.463 0.1783
H -3.219 1.082 5.662 0.2385
C 0.670 -3.593 0.842 -1.9344
C 1.074 -2.509 1.852 1.2197
O 0.058 -1.660 2.130 -0.6026
C 1.497 -3.219 3.168 0.4646
F 2.436 -4.168 3.015 -0.2884
F 0.433 -3.846 3.712 -0.2697
F 1.952 -2.357 4.092 -0.2615
C 2.306 -1.756 1.261 0.1454
F 2.092 -1.442 -0.029 -0.1102
F 3.442 -2.477 1.297 -0.3280
F 2.553 -0.607 1.904 -0.2387
H -0.048 -4.266 1.310 0.4538
H 1.522 -4.176 0.489 0.3900
H 0.192 -3.094 0.001 0.2716
C 5.244 -2.153 -4.505 -1.6677
C 4.983 -0.876 -3.742 1.0415
C 6.054 -0.053 -3.414 -0.8468
C 5.855 1.110 -2.683 -0.7799
C 4.573 1.474 -2.320 -0.8639
C 3.484 0.668 -2.650 -0.3526
N 2.205 1.106 -2.231 0.0530
C 1.054 1.013 -3.014 -0.3343
C 1.112 1.282 -4.383 -0.6942
C -0.039 1.264 -5.152 -0.6428
C -1.274 0.983 -4.576 -0.8249
C -1.328 0.679 -3.224 -0.4740
C -0.180 0.685 -2.441 0.3262
C -0.250 0.259 -1.008 1.8917
O 0.420 0.897 -0.141 -0.9101
O -0.957 -0.730 -0.683 -0.7951
C 3.682 -0.537 -3.336 1.5458
C 2.536 -1.483 -3.584 -1.2130
H 6.286 -2.198 -4.822 0.3862
H 4.615 -2.231 -5.394 0.3327
H 5.044 -3.035 -3.892 0.3469
H 7.054 -0.336 -3.725 0.3237
H 6.695 1.743 -2.423 0.3872
H 4.382 2.396 -1.785 0.5143
H 2.030 1.112 -1.233 0.2247
H 2.071 1.520 -4.829 0.4839
H 0.026 1.486 -6.210 0.3813
H -2.177 0.996 -5.172 0.4157
H -2.272 0.424 -2.755 0.4935
H 2.014 -1.264 -4.520 0.3464
H 1.795 -1.422 -2.786 -0.0627
H 2.887 -2.513 -3.631 0.5128
```

## Properties
Energy in eV: -80384.8119
Energy relative to the best compared isomer or geometry (same formula, charge and spin) in kcal/mol: 0.00
E_LUMO in eV: 2.1
HOMO level in eV: -5.41
Frontier orbital gap in Eh: 0.27730
Charge: -1

(5)
Here is C3H8AlNO6P as an isolated structure in a non-equilibrium geometry from OMol25. Energies are from the ωB97M-V functional and the def2-TZVPD basis.

XYZ file:
```
20
Properties=species:S:1:pos:R:3:mulliken_charge:R:1
Al 2.320 -1.187 0.568 0.6796
O -0.209 -2.083 -0.316 -0.7592
H -0.978 -1.516 -0.522 0.1285
P 3.140 -4.033 -1.180 0.9127
O 2.806 -5.295 -1.980 -0.5963
O 2.239 -2.895 -1.842 -0.3341
O 4.601 -3.668 -0.917 -0.6289
O 2.342 -3.986 0.138 -0.3756
C 0.054 2.107 -0.130 0.0007
O 0.762 1.142 -0.380 -0.5067
N -1.184 2.031 0.417 0.1448
C -2.066 0.912 0.214 -0.8346
C -1.712 3.145 1.201 -0.8702
H 0.484 3.120 -0.123 0.2880
H -3.032 1.293 -0.118 0.3159
H -2.203 0.480 1.205 0.3753
H -1.749 0.098 -0.438 0.1400
H -1.032 3.973 1.405 0.3153
H -2.508 3.675 0.678 0.3082
H -2.076 2.685 2.120 0.2966
```

## Properties
Energy in eV: -32899.0412
Energy relative to the best compared isomer or geometry (same formula, charge and spin) in kcal/mol: 26.16
E_LUMO in eV: 0.1
HOMO level in eV: -4.58
Frontier orbital gap in Eh: 0.17174
Charge: -1

(6)
Here is an isolated ion of composition CH3N2O and charge +1 in a non-equilibrium geometry from OMol25. Energies are from the ωB97M-V functional and the def2-TZVPD basis.

XYZ file:
```
7
Properties=species:S:1:pos:R:3:mulliken_charge:R:1
O 1.962 0.279 0.330 -0.3627
N 0.843 0.172 0.189 0.5853
C -0.566 -0.549 -0.502 -0.0924
N -0.330 0.486 0.555 -0.1060
H -0.475 -1.493 -0.186 0.2955
H -0.858 -0.301 -1.480 0.3054
H -0.576 1.406 1.094 0.3750
```

## Properties
Energy in eV: -6099.4150
Energy relative to the best compared isomer or geometry (same formula, charge and spin) in kcal/mol: 123.78
E_LUMO in eV: -5.9
HOMO level in eV: -16.73
Frontier orbital gap in Eh: 0.39810
Charge: +1
Structure (SMILES): O=[N+]1CN1

(7)
Here is C7H20O3 as an isolated structure in a non-equilibrium geometry from OMol25. Energies are from the ωB97M-V functional and the def2-TZVPD basis.

XYZ file:
```
30
Properties=species:S:1:pos:R:3:mulliken_charge:R:1
C 0.706 2.216 0.517 -1.3706
C 0.995 0.776 0.813 0.9509
C 1.895 0.176 -0.360 -1.2274
O 1.665 0.638 2.053 -0.5552
H -0.160 2.637 1.029 0.3373
H 0.443 2.119 -0.537 0.2941
H 1.617 2.814 0.505 0.4362
H 0.060 0.227 0.925 -1.6519
H 2.750 0.724 -0.757 0.4498
H 1.251 -0.042 -1.213 0.5054
H 2.297 -0.756 0.035 0.3908
H 2.430 1.207 1.943 0.4310
C -2.289 0.460 -2.227 -1.3993
C -1.490 -0.778 -1.763 0.3742
C -0.560 -0.621 -0.476 -1.4186
O -2.350 -1.814 -1.432 -0.6140
H -1.597 1.278 -2.426 0.3032
H -3.084 0.650 -1.506 0.3100
H -2.877 0.311 -3.133 0.3963
H -0.916 -1.078 -2.639 0.3710
H 0.425 -0.219 -0.714 -0.0564
H -0.366 -1.582 0.001 0.4494
H -1.001 0.094 0.218 0.7989
H -2.422 -1.809 -0.475 0.3730
C 0.116 -1.474 1.956 -0.5349
O 1.516 -1.423 1.886 -0.7098
H -0.218 -2.251 1.269 0.4510
H -0.270 -1.471 2.976 0.3784
H -0.293 -0.524 1.613 0.9003
H 1.729 -0.488 1.923 0.6371
```

## Properties
Energy in eV: -13717.2323
Energy relative to the best compared isomer or geometry (same formula, charge and spin) in kcal/mol: 192.53
E_LUMO in eV: 0.5
HOMO level in eV: -9.16
Frontier orbital gap in Eh: 0.35574